11
Properties=species:S:1:pos:R:3 method="wB97M-V/def2-TZVPD" max_force_ev_per_a=3.90 orbital_gap_ev=10.91 charge=0 smiles="C#CCNC=O" de_lowest_kj_mol=299.7 e_homo_ev=-10.12
C 1.2232 -2.2120 -0.3195
C 1.0659 -1.0516 -0.0362
C 0.8832 0.3718 0.3112
N -0.4027 0.6866 1.0120
C -1.6080 0.9006 0.4374
O -2.0201 0.9564 -0.6857
H 1.3428 -3.2480 -0.5593
H 0.9336 0.9610 -0.6229
H 1.7360 0.7024 0.9153
H -0.8995 0.7341 1.9469
H -2.2577 1.0405 1.4225

71
Properties=species:S:1:pos:R:3 method="wB97M-V/def2-TZVPD" max_force_ev_per_a=10.57 orbital_gap_ev=2.79 charge=+4 e_homo_ev=-18.20
P -0.8956 2.4391 -1.1415
C -0.9905 3.6920 0.1849
H -1.0089 4.6932 -0.2710
H -0.1141 3.6155 0.8393
H -1.9026 3.5571 0.7805
C 0.1532 3.3788 -2.3089
H 0.0220 3.0551 -3.3461
H 1.2036 3.2385 -2.0204
H -0.1020 4.4426 -2.2261
C -2.5866 2.6771 -1.8326
H -2.6987 3.7261 -2.1387
H -3.3225 2.4401 -1.0532
H -2.7741 2.0275 -2.6947
P -2.2869 -2.3704 -0.3905
C -2.9608 -2.5878 1.2770
H -3.6553 -3.4404 1.2466
H -3.4990 -1.6868 1.5917
H -2.1543 -2.8001 1.9877
C -3.8250 -2.1998 -1.3501
H -3.6503 -2.3055 -2.4249
H -4.2664 -1.2150 -1.1535
H -4.5146 -2.9847 -1.0141
C -1.7249 -4.0743 -0.7352
H -2.6077 -4.7289 -0.7036
H -1.0019 -4.3783 0.0338
H -1.2475 -4.1534 -1.7187
P 2.5069 -0.9554 -0.4394
C 3.4698 -1.1141 1.0960
H 4.5047 -1.3718 0.8295
H 3.0653 -1.9162 1.7234
H 3.4675 -0.1744 1.6591
C 3.0752 -2.5152 -1.2317
H 4.1210 -2.6818 -0.9409
H 3.0040 -2.4927 -2.3239
H 2.4654 -3.3478 -0.8541
C 3.4719 0.3693 -1.2495
H 4.5204 0.0463 -1.3215
H 3.4001 1.2681 -0.6186
H 3.0878 0.6124 -2.2486
Zr -0.2691 -0.4689 -1.5511
C -1.8970 0.2291 0.0869
O -2.7830 0.5730 0.7781
C 0.1914 -1.7919 0.4414
O 0.3671 -2.5554 1.3207
C 0.3470 -2.0438 -3.1585
C 1.1509 -0.9036 -3.3640
C 0.5578 0.3548 -3.5693
C -0.8445 0.4630 -3.6423
C -1.6562 -0.6621 -3.4183
C -1.0557 -1.9233 -3.2108
H 0.8023 -3.0189 -2.9803
H 2.2308 -0.9901 -3.3936
H 1.1856 1.2281 -3.7090
H -1.3040 1.4116 -3.8974
H -2.7425 -0.5690 -3.4479
H -1.6734 -2.8178 -3.1551
N 2.4920 2.0868 6.5062
C 1.4964 2.6515 5.7637
O 1.0406 3.7561 6.0262
C 1.0141 1.8595 4.5916
C 1.5772 0.6441 4.1747
C 1.0468 -0.0017 3.0440
N 0.0640 0.5080 2.3033
C -0.5099 1.6403 2.7198
C -0.0581 2.3561 3.8364
H 2.7626 2.5659 7.3518
H 2.7494 1.1205 6.4288
H 2.4252 0.1781 4.6626
H 1.4485 -0.9662 2.7355
H -1.3631 2.0041 2.1516
H -0.5419 3.2978 4.0766

50
Properties=species:S:1:pos:R:3 method="wB97M-V/def2-TZVPD" max_force_ev_per_a=3.01 orbital_gap_ev=8.50 charge=0 de_lowest_kj_mol=0.0 e_homo_ev=-8.28
Mg -0.5862 -0.0609 0.9307
N -3.4338 -1.1386 0.2649
O -3.4990 -0.7009 -0.9123
O -2.4168 -0.7990 0.9714
O -4.2823 -1.8802 0.7624
C 1.0674 1.4996 2.3379
O 1.3571 1.0063 1.0114
O -0.2057 1.0655 2.5388
C 2.1897 1.1039 3.3390
F 2.5303 -0.1990 3.2712
F 3.3148 1.8062 3.0251
F 1.9125 1.4404 4.6047
C 2.4043 1.6184 0.2836
C 2.5679 0.8823 -1.0312
H 1.7427 1.0109 -1.7357
H 3.4392 1.2035 -1.6036
H 2.5691 -0.1934 -0.8453
H 3.3690 1.6184 0.7994
H 2.2605 2.6963 0.1263
H 1.0154 2.5986 2.3234
C 2.1950 -3.4440 1.0125
S 0.6110 -3.0436 1.8187
O 0.2596 -1.6393 1.4152
C -0.4578 -4.0783 0.8177
H 2.4295 -4.5049 1.0878
H 2.9632 -2.8063 1.4424
H 2.1288 -3.2343 -0.0570
H -0.1887 -5.1332 0.8046
H -0.4013 -3.7353 -0.2197
H -1.5041 -3.9213 1.0788
C -1.6675 3.9272 0.8892
S -1.4235 2.8300 -0.5334
O -1.1704 1.4524 -0.0231
C -3.1731 2.8988 -1.0967
H -2.3137 3.4660 1.6367
H -2.0841 4.8910 0.5958
H -0.7097 4.1239 1.3701
H -3.7419 2.8206 -0.1747
H -3.3520 2.0500 -1.7547
H -3.3279 3.7991 -1.6875
C 0.3147 -2.2759 -2.8022
C -0.2194 -0.9875 -2.2520
O -0.2429 -0.7486 -1.0687
C -0.7900 -0.0254 -3.2389
H 0.9154 -2.8696 -2.1165
H 0.9885 -2.0480 -3.6328
H -0.5078 -2.8880 -3.1754
H -1.5845 -0.5470 -3.7832
H -0.1122 0.2179 -4.0617
H -1.1496 0.8752 -2.7535